46
Properties=species:S:1:pos:R:3:forces:R:3 method="wB97M-V/def2-TZVPD" relative_energy_ev=7.606 homo_ev=-8.3 e_lumo_ev=-1.15 fmax_ev_per_a=5.29 charge=0 smiles="CC(=O)OCc1c(COCOCCO)cc(CCCI)c2nsnc12"
I 1.1927 0.3111 -6.9813 -0.078 0.775 0.529
S 1.3049 -2.1338 -3.3733 -1.962 2.884 2.093
O -1.8214 -1.2629 2.6748 0.912 0.682 0.953
O 0.8546 -3.1021 3.5940 -1.244 -0.549 -1.198
O -2.1386 1.0693 2.0912 2.056 -1.022 1.416
O 3.5510 0.8795 0.3518 -1.825 -3.530 3.273
O 2.3650 -1.0457 1.0952 0.498 2.465 0.416
N 1.4292 -1.9219 -1.6715 -3.311 3.784 -1.634
N 0.2390 -0.8750 -3.8245 0.327 0.646 3.576
C -0.1216 -0.1022 -2.6608 1.369 -2.232 -0.510
C 0.2650 -0.0847 -0.0163 -1.076 1.689 -0.973
C -1.3267 1.7990 -1.2450 2.452 -3.671 -1.243
C -1.7659 1.8274 -3.9087 -0.255 -0.498 -0.232
C 0.4348 1.7750 -5.4956 -0.500 -0.367 0.194
C 3.1359 0.1515 1.2906 1.120 2.981 -1.773
C -1.1347 1.4669 -5.3417 -0.568 0.358 -0.505
C 3.4633 0.6434 2.7986 -0.582 -1.092 -0.454
C -1.0477 1.1562 -2.6512 0.034 1.034 4.298
C 0.9508 -0.7757 1.2768 -1.761 -0.480 -0.659
C 0.5885 -0.7781 -1.4075 -0.791 1.179 0.052
C -0.5769 -3.3834 3.4022 -0.542 -0.802 0.397
C -0.6821 1.1559 0.0700 2.115 -2.380 -1.838
C -1.7984 0.1234 3.1172 -1.302 -0.079 1.433
C -0.9776 1.7546 1.5538 -0.133 0.696 -2.106
C -1.5086 -2.1437 3.8009 0.118 -0.722 0.036
H -1.9842 2.7169 -1.0891 1.011 -1.445 -0.531
H 0.7490 -0.2063 2.2504 0.382 -0.765 -1.491
H -0.7869 -3.7945 2.3384 0.234 1.045 1.606
H 1.3008 -3.6622 2.9211 -0.175 0.671 0.752
H -1.6834 2.1217 -6.1258 0.838 -1.040 1.278
H -2.5014 -2.5592 4.1898 1.337 0.523 -0.433
H -2.6153 0.2314 3.9373 1.166 -0.103 -1.339
H -1.8681 2.9797 -3.8228 0.504 -1.956 0.277
H 4.5961 0.8438 2.8555 -1.950 -0.215 -0.084
H 1.0189 1.5720 -4.5333 -0.831 0.396 -1.542
H -2.8571 1.4380 -3.9097 1.725 0.553 -0.054
H -0.8357 -4.2585 4.1181 0.201 1.461 -1.018
H -0.9866 -1.5880 4.6589 -0.666 -0.672 -1.218
H -0.0451 1.7159 2.2126 -1.383 -0.231 -0.840
H -1.4083 0.3793 -5.6307 0.796 1.792 0.721
H 3.1533 -0.1978 3.5100 0.572 1.286 -0.819
H -0.7989 0.3141 3.6432 -1.080 0.075 -0.997
H 0.4384 -1.8100 1.3740 1.024 1.810 -0.077
H -1.2740 2.8735 1.4777 0.479 -1.883 -0.066
H 0.6681 2.7955 -5.9573 -0.415 -1.535 0.897
H 2.8459 1.5908 3.0419 1.161 -1.515 -0.560

41
Properties=species:S:1:pos:R:3:forces:R:3 method="wB97M-V/def2-TZVPD" homo_ev=-14.9 e_lumo_ev=-7.68 fmax_ev_per_a=0.95 charge=+2
P -2.4846 -1.1571 -2.8240 -0.087 -0.463 -0.828
O 4.6312 3.5153 3.5704 -0.111 -0.378 0.302
N 3.8169 0.8231 3.0385 0.103 0.027 -0.100
N -1.2387 -0.7574 -1.5395 -0.034 0.264 0.297
C 1.5468 0.9011 2.3903 -0.058 -0.228 -0.252
C 4.8901 1.1894 3.9904 -0.082 0.075 0.243
C 3.1582 -0.2251 1.0210 -0.263 0.083 -0.054
C 0.7646 -0.1669 0.2677 -0.051 -0.065 -0.085
C 2.5522 1.2175 3.2688 -0.114 -0.034 -0.002
C -3.9635 -3.0239 -1.4101 -0.120 0.133 -0.016
C 4.1229 0.1180 1.9368 0.042 0.025 -0.064
C -4.1045 0.7931 -4.1041 0.155 0.282 -0.066
C -0.4190 -0.7708 0.6846 0.334 0.208 0.108
C -3.9377 -1.5241 -1.8000 0.187 -0.386 0.334
C -0.0957 -0.1870 -1.9612 0.094 -0.068 0.040
C -2.7076 0.5335 -3.5176 0.035 0.222 0.340
C -1.4020 -1.0475 -0.2372 0.011 -0.065 -0.089
C 4.7614 2.6630 4.4051 0.019 0.452 -0.390
C 0.9191 0.1196 -1.0871 0.056 -0.009 0.129
C 1.8380 0.1650 1.2400 0.073 0.080 0.084
H -4.1549 0.5024 -5.1491 -0.095 -0.193 0.003
H 0.5400 1.2418 2.5827 0.003 0.049 0.097
H -2.3302 -1.5128 0.0539 0.004 -0.028 -0.022
H 3.4399 -0.7897 0.1441 0.038 -0.045 0.004
H 5.8436 1.0701 3.4810 0.055 -0.039 0.032
H -4.0226 -0.9066 -0.9052 -0.139 0.327 -0.184
H 1.8128 0.5941 -1.4660 0.023 0.015 -0.025
H -0.5646 -1.0235 1.7249 -0.124 -0.067 0.005
H -4.2963 1.8634 -4.0641 0.000 0.034 -0.068
H 5.1573 -0.1571 1.7977 0.056 0.013 0.081
H -4.9061 0.3205 -3.5480 -0.066 -0.041 -0.026
H -0.0004 0.0097 -3.0194 -0.085 -0.021 -0.047
H 4.7911 2.8841 5.4819 0.164 0.008 0.017
H -1.9646 0.6344 -4.3084 0.035 0.007 -0.042
H 2.3515 1.7944 4.1590 0.128 0.011 0.049
H -2.4627 1.2883 -2.7663 -0.114 -0.032 0.110
H 4.8580 0.5280 4.8539 -0.083 -0.101 -0.030
H -4.2221 -3.1404 -0.3599 0.020 -0.050 0.051
H -4.7201 -3.5531 -1.9826 0.019 -0.050 -0.044
H -4.7833 -1.3023 -2.4462 -0.087 0.087 0.059
H -3.0142 -3.5246 -1.5968 0.059 -0.041 0.051

44
Properties=species:S:1:pos:R:3:forces:R:3 method="wB97M-V/def2-TZVPD" relative_energy_ev=2.646 homo_ev=-8.0 e_lumo_ev=0.33 fmax_ev_per_a=3.34 charge=0 smiles="CSCC[C@H](NC(=O)[C@@H](N)Cc1c[nH]c2ccccc12)C(=O)O"
S 6.2032 -0.3291 -1.1863 -0.461 -0.122 -0.023
O 3.8825 2.0311 0.5563 -1.602 0.650 -0.054
O 4.5423 0.5013 2.0688 -0.470 0.714 -0.101
O 0.5834 -1.4688 -0.1224 -0.253 1.132 0.335
N -5.1613 1.4610 -1.2283 -2.444 0.683 0.011
N -1.0215 1.6803 0.8773 0.093 -0.501 0.107
N 1.5011 0.5177 0.5447 0.662 -0.134 -0.091
C 4.5075 -1.0767 -1.3737 1.001 -1.089 0.121
C 2.8931 -0.0766 0.4336 -1.965 -2.442 1.148
C -7.0663 -1.0512 0.5406 -0.925 -0.897 0.356
C -6.9797 0.0932 -0.1869 0.489 0.698 -0.635
C -0.9573 0.2195 0.6560 -0.014 1.315 -0.169
C 3.2899 -0.2683 -1.0687 -1.374 1.506 0.294
C -4.5064 -0.2644 0.0066 -1.565 0.527 -0.935
C 6.7281 -1.0502 0.3967 -0.788 -0.739 0.841
C 3.8229 0.8585 1.1713 1.368 -1.778 0.092
C -3.8235 1.4272 -1.2194 2.212 1.402 -0.282
C -5.6703 0.4674 -0.4745 1.248 -1.337 0.904
C -1.9239 -0.1787 -0.4677 -0.706 -0.339 -0.393
C -4.6943 -1.4836 0.5854 -0.695 -0.620 0.900
C 0.4191 -0.3362 0.3188 0.740 -1.023 -0.459
C -6.0009 -1.8653 0.8648 1.314 -0.371 0.908
C -3.3440 0.3834 -0.4550 0.805 0.844 -1.270
H 5.9995 -0.7299 1.1800 0.989 -0.262 -0.487
H -0.8777 2.1748 0.0094 0.010 0.066 -0.200
H 2.7454 -1.1023 1.0068 1.095 1.855 -1.322
H -1.2276 -0.2520 1.5918 -0.317 -0.238 0.276
H 2.4091 -0.7297 -1.5041 0.018 -0.486 -0.091
H -0.3245 2.0295 1.5280 -0.263 -0.129 0.016
H 3.2827 0.7268 -1.5657 0.368 -0.390 0.345
H 6.7274 -2.1556 0.3649 -0.193 0.412 -0.245
H 1.3675 1.0620 1.3981 0.108 -0.031 -0.450
H -3.8296 -2.0536 0.8732 0.059 -0.444 0.165
H -6.1636 -2.7385 1.4929 -0.109 -0.010 -0.369
H -1.4688 0.0346 -1.4597 -0.134 0.041 0.631
H 3.0175 1.9753 0.0636 1.168 1.068 -0.078
H -8.0176 -1.3943 0.8713 -0.788 -0.142 0.071
H -5.8254 2.1749 -1.4915 0.856 0.363 -0.439
H 4.4477 -1.5250 -2.3884 0.065 0.548 0.547
H -7.8750 0.6090 -0.5503 0.476 -0.011 0.224
H -2.0232 -1.2730 -0.4336 0.184 0.254 -0.102
H 4.4849 -1.9302 -0.6888 0.193 -0.100 -0.119
H -3.3177 2.2618 -1.7454 -0.054 -0.954 0.385
H 7.7597 -0.8081 0.6843 -0.400 0.513 -0.364

51
Properties=species:S:1:pos:R:3:forces:R:3 method="wB97M-V/def2-TZVPD" relative_energy_ev=0.000 homo_ev=-9.0 e_lumo_ev=-1.37 fmax_ev_per_a=0.46 charge=0
Pt 0.0300 0.8313 -0.1880 0.088 -0.078 0.133
S 3.7572 -3.3666 -3.7661 0.254 0.130 -0.021
O 4.7755 -3.6125 -4.7527 -0.083 0.003 0.043
O 4.0712 -2.5708 -2.6037 -0.066 -0.037 -0.023
O -1.0671 -1.5276 0.6988 0.040 -0.042 0.114
O 5.4280 0.7990 -2.0337 0.021 -0.005 0.022
O -1.3080 1.5058 1.0625 -0.075 0.066 0.401
O 1.4477 0.3953 1.1228 0.154 0.209 -0.071
O -1.5273 1.9835 3.2241 -0.143 0.077 0.030
O 1.8875 0.4423 3.2924 0.210 0.050 -0.177
O 5.0870 0.1778 -4.0722 -0.007 -0.009 -0.006
N 4.7237 0.4000 -2.9306 -0.071 -0.024 -0.001
N 2.3845 -0.3860 -3.4117 0.049 -0.084 -0.148
N 1.3961 0.3081 -1.5817 0.201 0.075 -0.024
C 2.3749 -2.5929 -4.6073 0.026 0.047 0.098
C -0.8821 -3.2076 2.2660 -0.030 0.058 0.032
C 3.3339 0.2175 -2.6059 0.078 -0.094 -0.103
C 1.1943 0.0587 2.3857 -0.316 -0.275 0.180
C 2.7207 0.6357 -1.4764 -0.084 -0.009 0.084
C -1.3711 -0.3214 2.6880 -0.001 0.153 -0.256
C -2.0843 -1.2323 1.6687 0.048 -0.091 0.123
C 4.2228 -5.7399 -2.5934 -0.005 0.066 -0.039
C 0.0647 -0.9358 2.6775 0.118 0.121 -0.304
C 3.0950 -4.9174 -3.2104 0.128 -0.036 0.022
C -1.3913 1.1690 2.3484 -0.114 0.010 -0.269
C -0.0999 -2.0533 1.6266 -0.173 -0.062 0.084
C 1.2200 -0.3129 -2.7385 -0.115 0.101 0.036
C -2.3140 -2.6076 2.3117 0.022 0.024 0.043
C -0.0919 -0.8257 -3.2163 0.100 -0.034 0.023
C 2.5501 -1.0779 -4.6948 0.086 -0.087 0.075
H 2.3220 -4.6693 -2.4821 -0.050 -0.065 -0.041
H 3.1268 1.1288 -0.6107 -0.018 0.000 -0.013
H 3.8357 -6.6948 -2.2437 -0.015 0.005 0.005
H 5.0040 -5.9246 -3.3287 -0.013 -0.028 -0.003
H 0.3273 -1.3447 3.6502 -0.103 -0.025 0.018
H 2.3840 -3.0103 -5.6138 -0.123 -0.009 0.009
H 3.5420 -0.8487 -5.0660 -0.005 0.101 -0.034
H -2.7132 -2.5184 3.3214 -0.002 -0.048 0.002
H -0.8445 -4.0909 1.6299 0.005 -0.013 0.023
H -0.2005 -0.7127 -4.2941 -0.018 0.010 0.002
H 1.4619 -2.8857 -4.0894 -0.022 0.031 -0.045
H 2.6604 -5.4040 -4.0851 -0.043 -0.022 0.044
H 0.8114 -2.3299 1.1035 0.006 0.041 -0.053
H -0.4919 -3.4665 3.2493 -0.017 -0.053 -0.006
H -0.2214 -1.8778 -2.9571 -0.011 0.010 0.013
H -0.8870 -0.2748 -2.7180 -0.025 0.001 -0.027
H -2.9493 -0.7876 1.1854 0.024 0.025 -0.055
H 4.6639 -5.2090 -1.7510 -0.019 -0.025 0.021
H -1.8398 -0.3796 3.6676 0.123 -0.136 0.056
H 1.8208 -0.6667 -5.3908 -0.014 -0.019 -0.027
H -3.0102 -3.1964 1.7165 -0.002 -0.002 0.009

43
Properties=species:S:1:pos:R:3:forces:R:3 method="wB97M-V/def2-TZVPD" relative_energy_ev=10.793 homo_ev=-7.9 e_lumo_ev=0.39 fmax_ev_per_a=11.74 charge=0
S -0.7216 -0.3289 0.5729 2.847 -3.428 1.040
S -2.0669 4.7549 1.5781 -1.236 0.250 -0.767
O 0.2491 -0.6515 -2.9361 -1.468 -1.952 1.706
N -2.3284 0.9387 -0.7315 -2.798 5.638 -1.571
N 1.4222 -1.9314 -1.2516 -5.776 3.300 -4.560
N -3.0889 3.4916 -0.5997 2.533 -2.470 1.875
C 1.2139 -2.8673 -0.2386 6.107 3.172 2.589
C -1.5952 1.0312 0.3138 -0.756 4.210 -0.135
C -2.2896 3.3995 0.6010 1.420 -1.008 -0.743
C -0.9746 2.5046 2.3878 2.233 3.059 0.585
C 0.0907 -1.3546 -1.9381 5.562 1.686 1.138
C 2.7119 -3.2957 0.2467 0.073 6.080 3.394
C -0.0029 1.6542 2.9879 -8.793 -0.675 5.575
C -0.7306 4.4751 3.9505 -3.035 -2.473 0.015
C -0.9700 -1.3477 -0.9490 -2.624 -1.427 1.798
C 3.4924 -3.9431 -0.7523 0.601 -3.650 -6.737
C -1.3855 2.3459 1.1600 -6.830 -2.849 -9.119
C -1.2014 3.8342 2.6161 1.227 1.152 5.989
C 2.9521 -3.5597 -2.2341 -2.285 1.215 -2.360
C 2.3544 -1.9328 -2.3119 7.076 -5.136 7.199
C -3.8038 2.1536 -2.4833 -1.632 -5.747 4.052
C -3.0378 2.3435 -1.1937 -0.191 -3.305 0.333
H 0.5732 1.0780 2.5580 6.688 -4.193 -5.123
H -3.1783 1.7449 -3.1599 2.319 -1.409 -2.357
H 2.0585 -4.1701 -2.7207 1.301 0.871 1.740
H 3.1622 -5.1609 -0.7960 1.909 2.958 0.491
H 4.6022 -3.6287 -1.0831 -2.012 -1.253 2.317
H -4.6993 1.2328 -2.4436 2.263 3.185 0.258
H 0.7201 -2.3066 0.5112 -0.413 -0.349 1.278
H 0.2530 4.5011 3.8447 4.750 -0.134 0.071
H 2.0122 -1.7969 -3.2130 -1.673 1.368 -4.569
H 0.2164 1.9205 3.9638 0.928 0.398 1.777
H 2.8547 -3.7300 1.2752 -0.734 0.250 -1.028
H -0.9537 5.4760 4.0966 -1.181 1.925 0.102
H -4.0257 3.0600 -2.7774 -2.205 4.402 -1.677
H -1.2817 -2.3434 -0.5182 0.968 0.734 -0.612
H 3.2082 -2.1456 0.3854 -1.109 -2.863 -0.089
H -0.9746 3.9009 4.8971 0.022 0.507 -1.300
H 0.8679 -3.7381 -0.4276 -3.518 -5.735 -1.855
H -0.7578 0.4811 3.1494 1.583 3.042 0.368
H -1.8941 -1.0166 -1.3385 -0.765 0.648 -0.721
H 3.6653 -3.7158 -3.0881 0.072 0.290 1.242
H 3.2817 -1.3569 -1.9103 -1.447 -0.284 -1.612